[1]
{"formula": "C23H28O3", "method": "ωB97M-V with the def2-TZVPD basis set", "homo_energy_ev": -9.126, "orbital_gap_ev": 9.4, "fmax_ha_per_bohr": 0.1947, "smiles": "C#C[C@]1(CCCCCC)COC(=O)O1.c1ccccc1.c1ccccc1", "lumo_ev": 0.24, "multiplicity": 1, "symbols": ["C", "C", "C", "C", "C", "C", "C", "C", "C", "C", "O", "C", "O", "O", "H", "H", "H", "H", "H", "H", "H", "H", "H", "H", "H", "H", "H", "H", "H", "H", "C", "C", "C", "C", "C", "C", "H", "H", "H", "H", "H", "H", "C", "C", "C", "C", "C", "C", "H", "H", "H", "H", "H", "H"], "xyz": [[0.51, -1.69, 0.80], [-0.22, -1.89, -0.41], [-0.85, -2.09, -1.92], [-1.44, -3.63, -1.84], [-2.92, -3.79, -2.61], [-4.04, -3.30, -1.52], [-5.37, -2.59, -2.16], [-5.83, -1.29, -1.23], [-5.35, 0.13, -1.93], [0.41, -1.76, -2.91], [0.05, -0.39, -3.34], [-1.40, -0.48, -3.52], [-2.13, -0.19, -4.61], [-1.84, -1.00, -2.19], [1.33, -1.77, 1.66], [-1.68, -3.85, -0.70], [-0.67, -4.46, -2.17], [-3.03, -4.96, -2.80], [-2.96, -3.25, -3.65], [-3.50, -2.59, -0.75], [-4.40, -4.24, -0.90], [-6.25, -3.39, -2.08], [-5.27, -2.28, -3.29], [-5.31, -1.32, -0.16], [-6.99, -1.31, -1.01], [-4.36, -0.08, -2.53], [-6.18, 0.57, -2.66], [-5.11, 0.89, -1.04], [0.45, -2.36, -3.92], [1.32, -1.80, -2.17], [1.10, 2.14, -0.56], [0.44, 1.98, 0.66], [0.84, 2.72, 1.77], [1.92, 3.61, 1.67], [2.58, 3.75, 0.45], [2.17, 3.02, -0.66], [0.77, 1.57, -1.43], [-0.40, 1.29, 0.74], [0.33, 2.60, 2.72], [2.23, 4.18, 2.53], [3.42, 4.44, 0.37], [2.69, 3.14, -1.61], [4.68, 1.99, 5.42], [5.98, 2.49, 5.46], [6.71, 2.64, 4.28], [6.14, 2.29, 3.06], [4.84, 1.79, 3.02], [4.11, 1.64, 4.20], [4.11, 1.88, 6.34], [6.43, 2.76, 6.42], [7.72, 3.03, 4.32], [6.70, 2.42, 2.14], [4.39, 1.51, 2.07], [3.09, 1.25, 4.16]], "lowdin_charge": [0.088, -0.018, -0.343, -0.125, -0.181, -0.218, -0.211, -0.258, -0.141, -0.062, -0.059, -0.233, 0.049, -0.020, 0.070, 0.123, 0.132, 0.118, 0.114, 0.103, 0.122, 0.109, 0.113, 0.105, 0.102, 0.059, 0.083, 0.082, 0.163, 0.149, -0.089, -0.102, -0.099, -0.109, -0.104, -0.094, 0.089, 0.090, 0.099, 0.102, 0.101, 0.100, -0.098, -0.100, -0.099, -0.095, -0.101, -0.100, 0.099, 0.099, 0.099, 0.100, 0.098, 0.097]}


[2]
{"formula": "C35H18Cl3CoF9NO3P", "method": "ωB97M-V with the def2-TZVPD basis set", "homo_energy_ev": [-11.850, -11.931], "orbital_gap_ev": [8.4, 5.0], "fmax_ha_per_bohr": 0.0406, "relative_energy_kcal_mol": 14.5, "lumo_ev": [-3.46, -6.95], "multiplicity": 5, "total_charge": 1, "symbols": ["Co", "Cl", "C", "C", "C", "Cl", "C", "O", "C", "Cl", "C", "H", "H", "O", "C", "N", "C", "O", "C", "C", "C", "C", "C", "C", "H", "H", "H", "H", "F", "C", "F", "F", "C", "C", "C", "C", "C", "C", "P", "C", "C", "C", "C", "C", "C", "C", "F", "F", "F", "C", "C", "C", "C", "C", "C", "C", "F", "F", "F", "H", "H", "H", "H", "H", "H", "H", "H", "H", "H", "H", "H"], "xyz": [[-0.02, -1.93, 0.07], [5.97, -3.33, 3.50], [4.35, -3.08, 3.04], [3.99, -3.20, 1.68], [2.69, -2.96, 1.32], [2.13, -3.09, -0.31], [1.67, -2.60, 2.25], [0.48, -2.35, 1.88], [2.08, -2.54, 3.63], [0.90, -2.13, 4.79], [3.39, -2.77, 4.00], [4.73, -3.50, 0.96], [3.65, -2.70, 5.04], [-2.03, -0.95, 0.53], [-2.52, -1.90, -0.10], [-1.66, -2.75, -0.72], [-2.36, -3.78, -1.33], [-1.88, -4.72, -1.91], [-3.82, -3.48, -1.11], [-4.95, -4.16, -1.51], [-6.18, -3.63, -1.12], [-6.27, -2.48, -0.36], [-5.12, -1.80, 0.06], [-3.90, -2.31, -0.35], [-4.87, -5.07, -2.09], [-7.09, -4.14, -1.42], [-7.24, -2.10, -0.07], [-5.18, -0.91, 0.67], [6.17, 3.91, -1.50], [6.02, 3.16, -0.40], [6.08, 4.00, 0.65], [7.09, 2.37, -0.32], [4.72, 2.40, -0.42], [4.70, 1.01, -0.35], [3.48, 0.35, -0.34], [2.29, 1.07, -0.41], [2.33, 2.46, -0.49], [3.54, 3.12, -0.49], [0.63, 0.29, -0.37], [-0.14, 0.83, -1.93], [-1.52, 0.97, -2.00], [-2.12, 1.34, -3.19], [-1.33, 1.52, -4.33], [0.04, 1.31, -4.28], [0.64, 0.97, -3.08], [-1.98, 1.89, -5.64], [-2.12, 0.82, -6.44], [-3.20, 2.41, -5.47], [-1.26, 2.79, -6.31], [-0.14, 1.22, 1.00], [-1.08, 2.24, 0.86], [-1.68, 2.78, 1.98], [-1.34, 2.32, 3.25], [-0.36, 1.34, 3.40], [0.23, 0.80, 2.28], [-2.05, 2.87, 4.46], [-2.32, 4.17, 4.34], [-1.33, 2.72, 5.57], [-3.22, 2.25, 4.68], [5.62, 0.45, -0.30], [3.46, -0.73, -0.29], [1.42, 3.03, -0.55], [3.57, 4.20, -0.55], [-2.13, 0.80, -1.12], [-3.18, 1.49, -3.24], [0.64, 1.42, -5.17], [1.71, 0.81, -3.04], [-1.34, 2.63, -0.11], [-2.42, 3.56, 1.87], [-0.08, 1.00, 4.38], [0.99, 0.04, 2.39]], "lowdin_charge": [0.555, 0.821, -0.620, -0.074, -0.501, 0.871, -0.410, -0.088, -0.546, 0.843, -0.087, 0.128, 0.124, 0.002, -0.439, 0.058, -0.418, 0.126, -0.075, 0.017, -0.044, -0.054, 0.010, -0.088, 0.126, 0.112, 0.111, 0.121, 0.158, -0.597, 0.155, 0.151, -0.096, 0.008, -0.071, -0.334, -0.052, 0.019, 1.088, -0.333, -0.079, 0.019, -0.094, 0.012, -0.056, -0.596, 0.155, 0.150, 0.155, -0.344, -0.057, 0.020, -0.093, 0.012, -0.078, -0.594, 0.153, 0.148, 0.152, 0.123, 0.059, 0.117, 0.136, 0.095, 0.129, 0.132, 0.111, 0.106, 0.132, 0.115, 0.086]}


[3]
{"formula": "C18H21N5OS", "method": "ωB97M-V with the def2-TZVPD basis set", "homo_energy_ev": -7.496, "orbital_gap_ev": 8.0, "fmax_ha_per_bohr": 0.0232, "relative_energy_kcal_mol": 8.9, "smiles": "Cc1sc(NC(=O)CN2CCN(c3ccccn3)CC2)c(C#N)c1C", "lumo_ev": 0.52, "multiplicity": 1, "symbols": ["C", "C", "S", "C", "N", "C", "O", "C", "N", "C", "C", "N", "C", "C", "C", "C", "C", "N", "C", "C", "C", "C", "N", "C", "C", "H", "H", "H", "H", "H", "H", "H", "H", "H", "H", "H", "H", "H", "H", "H", "H", "H", "H", "H", "H", "H"], "xyz": [[-4.88, -3.24, -0.02], [-4.44, -1.82, -0.02], [-2.74, -1.42, 0.02], [-3.12, 0.26, 0.00], [-2.12, 1.22, 0.02], [-0.80, 0.88, 0.07], [-0.47, -0.29, 0.09], [0.12, 2.10, 0.09], [1.55, 1.92, 0.10], [2.19, 1.44, -1.11], [2.42, -0.08, -1.11], [3.15, -0.46, 0.08], [4.52, -0.50, 0.04], [5.32, -0.69, 1.18], [6.68, -0.79, 1.02], [7.24, -0.70, -0.24], [6.38, -0.51, -1.31], [5.07, -0.41, -1.18], [2.40, -0.12, 1.27], [2.17, 1.41, 1.30], [-4.47, 0.49, -0.04], [-5.01, 1.79, -0.06], [-5.41, 2.86, -0.08], [-5.24, -0.72, -0.05], [-6.73, -0.75, -0.09], [-4.01, -3.90, -0.01], [-5.49, -3.45, 0.85], [-5.47, -3.45, -0.91], [-2.41, 2.19, 0.00], [-0.15, 2.68, 0.98], [-0.13, 2.70, -0.79], [3.17, 1.93, -1.17], [1.60, 1.73, -1.97], [1.47, -0.62, -1.11], [3.01, -0.37, -1.98], [4.89, -0.78, 2.16], [7.31, -0.94, 1.89], [8.31, -0.77, -0.40], [6.75, -0.43, -2.32], [1.44, -0.64, 1.21], [2.92, -0.43, 2.17], [3.15, 1.90, 1.39], [1.57, 1.68, 2.17], [-7.07, -1.27, -0.99], [-7.13, 0.26, -0.10], [-7.12, -1.28, 0.77]], "lowdin_charge": [-0.096, -0.520, 1.180, -0.441, 0.102, -0.427, -0.022, -0.106, -0.168, -0.138, -0.138, -0.073, -0.292, -0.016, -0.086, -0.093, -0.155, 0.107, -0.132, -0.138, -0.226, -0.203, 0.162, -0.287, -0.023, 0.067, 0.084, 0.084, 0.154, 0.135, 0.134, 0.124, 0.123, 0.109, 0.109, 0.092, 0.104, 0.092, 0.103, 0.109, 0.107, 0.126, 0.123, 0.088, 0.074, 0.088]}